Here is a 4-piece molecular cluster, C37H69F4N4O4 overall in a non-equilibrium geometry from the Open Molecules 2025 dataset. Energies are from the ωB97M-V functional and the def2-TZVPD basis.

```
118
Properties=species:S:1:pos:R:3:forces:R:3
O 2.80967 4.89983 6.95281 5.1 -7.3 -1.2
C 3.58945 3.80842 6.75557 -3.2 4.6 0.4
C 5.25881 3.77361 6.72592 -1.1 -0.6 1.2
C 5.42591 2.13695 6.71206 0.2 0.0 1.0
C 6.90285 1.46294 6.48631 0.7 0.2 0.9
C 8.15593 2.54512 6.69102 1.0 -1.0 0.4
C 9.51807 1.60006 6.87726 -0.9 -0.2 -0.6
F 10.77495 2.39353 6.90340 -2.7 -1.6 0.0
C 4.11884 1.56728 5.90297 0.0 1.1 0.4
C 3.89247 1.93727 4.32227 -0.2 -1.0 -0.6
C 4.88633 1.14699 3.27782 -0.7 0.6 -1.0
C 6.14296 2.09751 2.75183 -0.6 -0.8 0.2
F 7.33811 1.20148 2.70324 -3.1 3.4 -0.3
F 6.42849 3.25151 3.63809 -0.4 -3.5 -3.0
F 5.76804 2.63374 1.40765 2.0 -1.4 4.2
N 2.99881 2.39562 6.56728 2.1 1.1 1.4
H 5.81310 4.42665 5.92897 -1.4 -1.5 1.3
H 5.55543 4.18101 7.80470 -0.6 -0.8 -2.4
H 5.16652 1.87055 7.84629 0.5 0.4 -2.4
H 7.03168 0.86074 5.49141 -0.3 1.4 1.7
H 7.04614 0.67300 7.36956 -0.4 1.6 -2.0
H 8.05484 3.16914 7.68359 -0.1 -1.2 -2.1
H 8.30842 3.25242 5.77089 -0.4 -1.4 1.8
H 9.52035 0.86998 5.94782 0.5 1.6 1.8
H 9.43856 0.93329 7.85736 0.4 1.7 -2.0
H 3.98599 0.41784 6.18495 0.1 2.5 -1.0
H 3.91216 3.09328 4.07926 0.1 -2.3 0.9
H 2.78600 1.58278 4.04936 2.6 0.7 0.8
H 5.23597 0.08178 3.65227 -0.4 2.5 -0.6
H 4.23288 0.93489 2.30246 1.6 0.5 2.1
H 2.96479 2.03682 7.56456 -0.4 0.6 -1.3
C -1.56955 1.82152 1.36963 -0.2 -0.5 0.0
C -0.01557 1.69164 1.40532 -1.3 1.6 0.8
C 0.53698 2.42797 0.15627 0.1 -0.4 -0.2
C 0.23354 1.65733 -1.13920 -0.2 0.1 0.1
C 0.71870 0.21168 -1.06695 0.3 0.3 0.2
C 0.29533 -0.54785 0.22185 -0.8 -1.8 -0.9
N 0.45197 0.26857 1.46490 5.0 0.8 -0.6
O 1.83144 0.28816 1.77213 -3.8 -0.2 -0.3
C -1.17356 -1.02887 0.13010 -0.3 0.2 0.0
C 1.10599 -1.89236 0.27121 0.3 0.6 0.4
C 0.34498 2.43069 2.73522 0.6 -0.5 -0.1
H -1.89040 2.81785 1.70186 0.4 -0.2 0.0
H -2.00395 1.70485 0.37794 0.0 -0.1 0.0
H -2.04418 1.09578 2.04627 0.2 0.1 -0.2
H 1.61689 2.57247 0.23832 0.1 -0.1 0.2
H 0.10298 3.43188 0.08146 -0.1 -0.2 0.3
H -0.83857 1.67392 -1.36193 0.0 0.1 0.1
H 0.71696 2.16137 -1.98496 0.0 -0.1 0.1
H 0.36393 -0.32879 -1.95441 0.0 -0.1 0.3
H 1.81424 0.22749 -1.14327 -0.1 -0.2 0.2
H -1.48373 -1.50037 1.07171 0.1 0.1 -0.1
H -1.30094 -1.77489 -0.66252 0.3 0.1 0.1
H -1.88321 -0.23661 -0.09852 0.0 0.1 0.1
H 2.18846 -1.73460 0.20241 -0.3 0.1 0.2
H 0.83791 -2.54708 -0.56633 -0.2 0.3 0.1
H 0.89995 -2.44241 1.19739 0.0 0.2 -0.1
H -0.17303 1.95460 3.58000 0.1 0.1 -0.2
H 0.03475 3.48065 2.70398 -0.1 -0.2 -0.2
H 1.41855 2.43244 2.96628 -0.4 -0.1 -0.3
C -0.72803 -7.40900 -4.61278 0.1 0.3 -0.4
C -0.16716 -6.66404 -3.36240 0.1 -2.0 -0.5
C -1.25897 -6.72534 -2.26157 -0.1 0.4 -0.1
C -2.45665 -5.82132 -2.59699 0.0 -0.1 -0.1
C -2.02149 -4.38790 -2.89101 0.2 -0.2 0.3
C -0.84692 -4.26419 -3.90206 -0.8 1.4 -1.3
N 0.24714 -5.25395 -3.65777 1.0 1.5 4.7
O 0.98284 -4.78644 -2.54517 -1.6 -1.3 -3.3
C -1.34401 -4.42884 -5.35919 -0.1 -0.3 -0.2
C -0.34116 -2.77751 -3.86612 0.4 -0.6 0.5
C 1.08593 -7.52669 -3.00125 0.2 0.7 0.4
H -0.66680 -8.49792 -4.48425 0.2 0.3 0.2
H -1.77941 -7.21073 -4.81537 0.1 0.2 0.0
H -0.14675 -7.16497 -5.51409 -0.2 0.0 0.2
H -0.84966 -6.42709 -1.29341 0.2 0.1 -0.1
H -1.61595 -7.75401 -2.13436 0.2 0.0 -0.2
H -3.01804 -6.21671 -3.45011 0.1 -0.1 0.0
H -3.16095 -5.82237 -1.75614 0.1 0.0 -0.1
H -2.88824 -3.81845 -3.25160 0.3 0.0 -0.1
H -1.73635 -3.92746 -1.93552 0.2 0.0 -0.2
H -0.49819 -4.41112 -6.05878 -0.1 0.0 0.2
H -2.01807 -3.61371 -5.64593 0.2 0.0 0.3
H -1.90430 -5.34508 -5.53276 0.1 0.0 0.0
H -0.07380 -2.44761 -2.85565 0.1 -0.3 -0.2
H -1.11642 -2.08714 -4.21876 -0.1 -0.4 0.0
H 0.53569 -2.64436 -4.51126 -0.1 -0.1 0.1
H 1.77396 -7.56388 -3.85793 -0.2 0.1 0.2
H 0.80350 -8.55627 -2.75665 -0.2 0.2 -0.2
H 1.65293 -7.14891 -2.14000 -0.3 0.1 -0.3
C -7.14820 3.64334 -2.12597 -0.2 -0.4 0.1
C -5.59422 3.51346 -2.09028 -1.2 1.5 0.7
C -5.04167 4.24980 -3.33933 0.1 -0.4 -0.2
C -5.34511 3.47915 -4.63480 -0.1 0.1 0.1
C -4.85995 2.03350 -4.56255 0.3 0.3 0.2
C -5.28332 1.27397 -3.27375 -0.8 -1.7 -0.9
N -5.12668 2.09040 -2.03070 5.0 0.8 -0.6
O -3.74721 2.10998 -1.72347 -3.8 -0.2 -0.3
C -6.75221 0.79296 -3.36550 -0.3 0.2 0.0
C -4.47266 -0.07054 -3.22438 0.4 0.6 0.5
C -5.23367 4.25252 -0.76038 0.7 -0.5 -0.1
H -7.46905 4.63968 -1.79374 0.4 -0.2 0.0
H -7.58260 3.52668 -3.11766 0.1 -0.1 0.0
H -7.62283 2.91761 -1.44933 0.2 0.1 -0.2
H -3.96177 4.39429 -3.25728 0.1 -0.2 0.2
H -5.47567 5.25371 -3.41414 -0.1 -0.2 0.2
H -6.41722 3.49574 -4.85752 0.1 0.1 0.1
H -4.86169 3.98319 -5.48055 -0.1 -0.1 0.1
H -5.21472 1.49303 -5.45001 0.0 -0.1 0.3
H -3.76441 2.04931 -4.63887 -0.1 -0.1 0.2
H -7.06238 0.32145 -2.42388 0.1 0.1 -0.2
H -6.87960 0.04694 -4.15812 0.3 0.1 0.1
H -7.46186 1.58522 -3.59412 0.1 0.0 0.1
H -3.39019 0.08722 -3.29319 -0.2 0.1 0.2
H -4.74074 -0.72525 -4.06193 -0.2 0.4 0.1
H -4.67870 -0.62058 -2.29821 0.0 0.2 -0.1
H -5.75168 3.77643 0.08441 0.1 0.1 -0.3
H -5.54390 5.30248 -0.79162 -0.1 -0.2 -0.3
H -4.16010 4.25426 -0.52931 -0.3 -0.2 -0.2
```
Forces are in eV/Å.

As for the charge: 0. The HOMO-LUMO gap (alpha / beta) comes out at 9.637 / 9.103 eV. As for the spin multiplicity: 4. For the HOMO energy (alpha / beta), the calculation gives -0.336 / -0.358 hartree. The largest force on an atom comes out at 8.98 eV/A.

These are the Löwdin partial charges, in e, on atoms 1 to 6: O -0.0524; C -0.2422; C -0.0648; C -0.2573; C -0.1579; C -0.1710